Record 1
The molecule C24H31N3O5, computed with ωB97M-V/def2-TZVPD.

Computed properties:
Energy relative to the best compared isomer or geometry (same formula, charge and spin)   182.8 kJ/mol
HOMO   -7.608 eV
LUMO   0.72 eV
SMILES   CCOc1ccc(NC(=O)CN2CCN(CC(=O)c3ccc(OC)c(OC)c3)CC2)cc1

ORCA input file:
```
! wB97M-V def2-TZVPD RIJCOSX def2/J DEFGRID3
* xyz 0 1
C -6.04 -2.19 -1.33
C -5.75 -0.77 -0.85
O -4.89 -0.74 0.27
C -3.56 -1.01 0.10
C -2.90 -1.11 -1.12
C -1.54 -1.36 -1.15
C -0.81 -1.51 0.02
N 0.56 -1.76 -0.10
C 1.45 -2.07 0.88
O 1.21 -2.13 2.06
C 2.84 -2.38 0.31
N 3.57 -1.15 0.09
C 4.13 -0.63 1.32
C 4.76 0.75 1.06
N 4.79 1.11 -0.34
C 3.61 1.74 -0.89
C 2.38 0.87 -1.23
O 2.37 0.11 -2.18
C 1.15 1.20 -0.48
C 1.11 1.38 0.90
C -0.09 1.68 1.52
C -1.27 1.87 0.80
O -2.46 2.17 1.40
C -2.54 2.14 2.80
C -1.22 1.75 -0.60
O -2.25 1.93 -1.48
C -3.49 2.46 -1.05
C -0.03 1.38 -1.20
C 5.35 0.03 -1.13
C 4.61 -1.31 -0.92
C -1.47 -1.41 1.24
C -2.82 -1.17 1.27
H -5.13 -2.67 -1.67
H -6.75 -2.16 -2.15
H -6.46 -2.77 -0.52
H -6.68 -0.30 -0.49
H -5.36 -0.15 -1.67
H -3.42 -0.99 -2.06
H -1.04 -1.42 -2.11
H 0.93 -1.65 -1.03
H 3.36 -3.05 1.01
H 2.73 -2.90 -0.65
H 3.32 -0.57 2.06
H 4.89 -1.32 1.73
H 5.80 0.75 1.41
H 4.23 1.54 1.60
H 3.91 2.20 -1.83
H 3.30 2.53 -0.20
H 1.99 1.23 1.50
H -0.10 1.77 2.59
H -3.59 2.30 3.03
H -1.95 2.95 3.25
H -2.22 1.18 3.20
H -3.37 3.43 -0.57
H -4.01 1.78 -0.37
H -4.07 2.58 -1.97
H -0.02 1.27 -2.28
H 6.40 -0.07 -0.84
H 5.31 0.32 -2.18
H 4.13 -1.62 -1.85
H 5.33 -2.09 -0.62
H -0.91 -1.54 2.16
H -3.35 -1.09 2.21
*
```

Record 2
A structure of composition C24H31N5O6PtSe2Te, computed with ωB97M-V/def2-TZVPD.

Computed properties:
Energy relative to the best compared isomer or geometry (same formula, charge and spin)   37.4 kJ/mol
HOMO   -1.132 eV
LUMO   3.42 eV

ORCA input file:
```
! wB97M-V def2-TZVPD RIJCOSX def2/J DEFGRID3
* xyz -2 1
Pt 0.08 -0.80 0.43
O 0.24 -1.75 5.02
C -0.52 -1.16 3.93
C -0.36 0.35 3.96
C -0.53 0.86 5.40
O -1.74 0.45 6.03
C -1.39 1.04 3.06
Se -1.97 0.10 1.43
C 1.06 0.75 3.54
Se 1.52 0.72 1.62
H 0.57 -2.59 4.70
H -1.58 -1.44 4.03
H -0.18 -1.54 2.97
H -0.54 1.95 5.39
H 0.33 0.53 6.00
H -1.77 -0.51 5.97
H -0.98 2.01 2.76
H -2.31 1.22 3.63
H 1.78 0.12 4.07
H 1.23 1.78 3.84
C -1.25 2.08 -1.62
N -0.02 1.33 -1.80
C 1.08 2.26 -2.02
N 0.85 3.10 -3.22
C -0.42 3.81 -3.02
N -1.56 2.91 -2.80
C -1.65 2.02 -3.96
N -0.42 1.25 -4.18
C -0.15 0.46 -2.96
C 0.68 2.19 -4.36
H -1.16 2.71 -0.74
H -2.07 1.37 -1.44
H 2.00 1.69 -2.16
H 1.18 2.90 -1.14
H -0.62 4.42 -3.91
H -0.32 4.47 -2.15
H -1.86 2.61 -4.85
H -2.47 1.32 -3.79
H 0.76 -0.12 -3.08
H -0.97 -0.23 -2.78
H 0.49 2.79 -5.26
H 1.61 1.63 -4.50
O -3.10 -1.39 -1.26
C -2.28 -2.27 -1.02
O -1.03 -2.15 -0.78
C -2.75 -3.72 -1.00
C -1.92 -4.73 -0.53
C -2.37 -6.04 -0.50
C -3.65 -6.32 -0.96
C -4.49 -5.33 -1.43
C -4.03 -4.03 -1.45
N -4.12 -7.71 -0.93
O -3.38 -8.57 -0.50
O -5.24 -7.94 -1.37
H -0.93 -4.47 -0.20
H -1.74 -6.84 -0.14
H -5.48 -5.60 -1.78
H -4.66 -3.21 -1.79
Te 1.98 -2.21 -0.76
C 3.88 -1.29 -0.74
C 5.02 -2.08 -0.94
C 6.29 -1.52 -1.01
C 6.46 -0.15 -0.88
C 5.34 0.65 -0.68
C 4.07 0.09 -0.61
H 4.90 -3.16 -1.03
H 7.15 -2.16 -1.17
H 7.45 0.29 -0.93
H 5.45 1.72 -0.56
H 3.21 0.73 -0.44
*
```

Record 3
The molecule C24H31NO4, computed with ωB97M-V/def2-TZVPD.

Computed properties:
Energy relative to the best compared isomer or geometry (same formula, charge and spin)   57.2 kJ/mol
HOMO   -8.180 eV
LUMO   0.80 eV
SMILES   CCOC(=O)C1(CCOc2ccccc2)CCN(Cc2cccc(OC)c2)CC1

ORCA input file:
```
! wB97M-V def2-TZVPD RIJCOSX def2/J DEFGRID3
* xyz 0 1
C 4.33 1.90 -1.92
C 2.87 1.81 -2.34
O 2.12 1.01 -1.42
C 1.61 1.62 -0.35
O 1.74 2.79 -0.12
C 0.89 0.66 0.59
C 1.84 0.44 1.79
C 3.16 -0.25 1.43
O 2.93 -1.64 1.31
C 3.94 -2.44 0.87
C 5.24 -2.01 0.59
C 6.18 -2.92 0.15
C 5.85 -4.25 -0.03
C 4.57 -4.68 0.25
C 3.62 -3.78 0.70
C -0.38 1.36 1.11
C -1.44 1.47 0.00
N -1.79 0.21 -0.61
C -2.63 -0.63 0.23
C -3.98 0.00 0.45
C -4.54 0.09 1.71
C -5.78 0.66 1.88
C -6.49 1.16 0.79
C -5.93 1.08 -0.48
O -6.52 1.53 -1.62
C -7.79 2.12 -1.53
C -4.67 0.49 -0.64
C -0.61 -0.45 -1.12
C 0.50 -0.66 -0.08
H 4.88 2.48 -2.66
H 4.41 2.41 -0.96
H 4.76 0.91 -1.84
H 2.76 1.32 -3.30
H 2.42 2.81 -2.37
H 2.07 1.41 2.23
H 1.34 -0.18 2.54
H 3.90 -0.06 2.22
H 3.56 0.15 0.49
H 5.52 -0.98 0.72
H 7.18 -2.58 -0.07
H 6.60 -4.95 -0.37
H 4.30 -5.72 0.12
H 2.61 -4.10 0.92
H -0.12 2.36 1.46
H -0.79 0.80 1.95
H -2.34 1.93 0.40
H -1.05 2.12 -0.79
H -2.18 -0.86 1.21
H -2.76 -1.58 -0.30
H -4.00 -0.29 2.57
H -6.22 0.73 2.86
H -7.46 1.60 0.95
H -8.54 1.42 -1.14
H -8.07 2.40 -2.55
H -7.78 3.02 -0.91
H -4.24 0.44 -1.63
H -0.90 -1.41 -1.55
H -0.22 0.18 -1.93
H 1.36 -1.12 -0.56
H 0.15 -1.35 0.69
*
```

Record 4
A cluster of 4 separate species, C24H32BF24O5 in total, computed with ωB97M-V/def2-TZVPD.

Computed properties:
HOMO   -1.333 eV
LUMO   2.00 eV

ORCA input file:
```
! wB97M-V def2-TZVPD RIJCOSX def2/J DEFGRID3
* xyz -1 1
C -2.25 1.90 -1.48
C -2.48 2.47 -2.94
C -1.12 2.80 -3.71
C -1.14 4.31 -4.10
C -0.13 5.22 -3.31
C 0.05 4.88 -1.79
C 1.61 4.83 -1.46
C 1.98 4.09 -0.13
C 1.77 2.53 -0.31
B 2.72 1.86 -1.39
O 3.93 1.17 -1.01
O 2.47 1.84 -2.79
H -2.93 1.05 -1.23
H -2.46 2.73 -0.77
H -1.19 1.61 -1.33
H -3.10 1.74 -3.52
H -3.12 3.37 -2.82
H -1.12 2.12 -4.59
H -0.27 2.50 -3.06
H -2.15 4.78 -4.07
H -0.83 4.36 -5.18
H 0.83 5.26 -3.87
H -0.53 6.27 -3.37
H -0.50 3.98 -1.44
H -0.36 5.73 -1.20
H 1.91 5.90 -1.32
H 2.20 4.47 -2.34
H 1.22 4.42 0.63
H 1.95 2.03 0.66
H 0.69 2.30 -0.58
H 4.02 0.51 -1.70
H 1.85 2.54 -3.00
C 5.43 -1.39 2.41
C 3.90 -1.15 2.35
C 3.41 0.31 2.34
F 3.75 0.97 3.46
F 2.06 0.32 2.27
F 3.31 -1.85 3.35
F 3.48 -1.71 1.18
O 6.03 -1.72 3.68
C 6.45 -0.71 4.56
C 5.69 -0.76 5.89
F 4.37 -0.60 5.71
F 6.11 0.24 6.70
F 6.41 0.48 3.97
F 7.76 -0.96 4.81
H 5.59 -2.30 1.82
H 5.99 -0.61 1.89
H 3.81 0.85 1.47
H 5.86 -1.71 6.39
C -3.19 -4.07 -5.22
C -3.04 -2.61 -5.72
C -1.91 -1.76 -5.12
F -2.05 -1.57 -3.80
F -1.93 -0.53 -5.68
F -4.23 -1.99 -5.59
F -2.79 -2.69 -7.05
O -4.18 -4.36 -4.22
C -3.90 -4.23 -2.86
C -4.78 -3.17 -2.18
F -4.61 -1.96 -2.74
F -4.45 -3.06 -0.88
F -2.59 -4.03 -2.67
F -4.18 -5.43 -2.30
H -3.53 -4.63 -6.09
H -2.23 -4.52 -4.96
H -0.94 -2.21 -5.31
H -5.83 -3.44 -2.26
C -0.53 -2.66 4.15
C -0.96 -1.76 2.96
C -1.17 -0.27 3.24
F -2.17 -0.03 4.12
F -1.52 0.37 2.10
F -2.05 -2.30 2.38
F 0.04 -1.84 2.05
O -1.54 -3.46 4.81
C -2.29 -2.93 5.87
C -3.79 -2.88 5.54
F -4.03 -2.12 4.46
F -4.47 -2.34 6.57
F -1.80 -1.75 6.26
F -2.12 -3.78 6.91
H 0.12 -3.42 3.70
H 0.10 -2.14 4.86
H -0.26 0.20 3.62
H -4.17 -3.88 5.34
*
```

Which value of HOMO does entry 4 give?
-1.333 eV